52
Properties=species:S:1:pos:R:3:mulliken_charge:R:1 method="wB97M-V/def2-TZVPD" homo_energy_ha=-0.2888 spin_multiplicity=1 e_tot_ha=-4063.6896 de_lowest_kj_mol=23.43 lumo_energy_ev=0.400 homo_lumo_gap_ev=8.3
C -4.52 -2.25 0.04 -1.36
C -4.59 -0.74 0.25 -0.44
C -3.20 -0.17 0.39 0.51
O -2.26 -0.80 0.85 -0.75
N -3.05 1.13 -0.01 0.31
C -4.08 2.16 0.05 -0.69
C -3.32 3.44 0.47 -0.81
C -1.90 3.10 0.11 0.80
C -0.78 3.91 0.03 -0.59
C 0.41 3.32 -0.40 -0.43
Br 1.97 4.39 -0.50 -0.21
C 0.47 2.00 -0.80 -0.35
C -0.65 1.19 -0.69 -0.45
S -0.60 -0.42 -1.53 1.33
O -1.94 -0.76 -1.93 -0.70
O 0.37 -0.24 -2.57 -0.71
N -0.06 -1.58 -0.49 -0.19
C 1.17 -1.26 0.22 -0.91
C 2.40 -1.52 -0.69 0.08
C 2.64 -3.02 -0.83 -1.04
C 3.51 -3.37 0.38 -0.60
C 4.12 -2.03 0.83 -0.78
N 3.66 -1.08 -0.16 0.16
C 4.02 0.30 -0.04 -0.61
C 3.60 1.05 1.23 -0.96
C -1.82 1.74 -0.19 -0.17
H -5.52 -2.67 -0.07 0.42
H -4.03 -2.72 0.89 0.32
H -3.94 -2.46 -0.85 0.28
H -5.16 -0.51 1.16 0.33
H -5.09 -0.27 -0.60 0.33
H -4.52 2.29 -0.95 0.29
H -4.86 1.90 0.75 0.40
H -3.40 3.62 1.54 0.31
H -3.68 4.32 -0.06 0.39
H -0.83 4.96 0.27 0.50
H 1.36 1.59 -1.24 0.80
H -0.83 -1.81 0.12 0.45
H 1.15 -0.22 0.56 0.21
H 1.22 -1.91 1.10 0.43
H 2.20 -1.04 -1.65 0.43
H 1.70 -3.58 -0.86 0.31
H 3.19 -3.21 -1.75 0.37
H 4.28 -4.09 0.12 0.33
H 2.90 -3.80 1.18 0.31
H 3.80 -1.78 1.85 0.30
H 5.22 -2.05 0.82 0.45
H 3.62 0.82 -0.92 0.30
H 5.12 0.36 -0.11 0.38
H 2.52 1.10 1.34 0.19
H 4.02 0.58 2.11 0.36
H 3.98 2.07 1.19 0.38

---

61
Properties=species:S:1:pos:R:3:mulliken_charge:R:1 method="wB97M-V/def2-TZVPD" homo_energy_ha=-0.4350 spin_multiplicity=1 charge=+1 e_tot_ha=-6538.0973 lumo_energy_ev=-3.296 homo_lumo_gap_ev=8.5
C -2.29 -1.95 1.56 0.04
C -1.82 -1.91 0.45 -0.53
N -0.86 -1.84 -0.56 0.12
C -0.05 -0.71 -0.63 -0.48
C 0.79 -1.00 -1.70 -0.35
C 1.89 -0.03 -2.14 0.67
C 1.62 1.44 -1.69 -1.33
N 2.74 2.37 -1.88 0.17
C 3.06 2.62 -3.29 0.60
C 2.01 3.63 -3.92 -1.28
C 3.90 2.01 -1.09 0.36
C 5.10 1.18 -1.62 -0.84
O 3.95 2.39 0.05 -0.55
N 0.46 -2.24 -2.22 0.21
C 1.10 -2.98 -3.33 -0.71
O 1.80 -2.17 -4.22 -0.40
C 3.21 -2.44 -4.15 -0.22
C 4.04 -1.35 -4.88 -0.87
C -0.56 -2.72 -1.49 -0.17
H -2.69 -2.05 2.61 0.56
H -0.05 0.16 0.02 0.57
H 2.84 -0.39 -1.68 0.09
H 2.05 -0.02 -3.23 0.37
H 0.78 1.82 -2.31 0.24
H 1.30 1.54 -0.63 0.40
H 3.19 1.72 -3.92 -0.60
H 4.02 3.18 -3.30 0.50
H 2.50 4.57 -4.21 0.34
H 1.24 3.88 -3.16 0.32
H 1.55 3.14 -4.80 0.35
H 5.72 1.78 -2.31 0.32
H 5.67 0.85 -0.74 0.34
H 4.79 0.27 -2.17 0.11
H 1.80 -3.71 -2.88 0.48
H 0.36 -3.59 -3.88 0.38
H 3.48 -3.40 -4.63 0.44
H 3.60 -2.47 -3.11 0.32
H 3.83 -1.34 -5.97 0.36
H 3.86 -0.34 -4.46 -0.05
H 5.12 -1.54 -4.77 0.36
H -1.07 -3.68 -1.62 0.46
C -2.75 -4.38 4.99 0.02
Cl -2.01 -3.38 3.71 -0.16
Cl -1.70 -4.46 6.40 -0.10
Cl -4.33 -3.73 5.42 -0.09
H -2.88 -5.38 4.60 0.31
C -2.65 2.24 0.68 0.00
Cl -2.67 0.53 1.16 -0.16
Cl -3.96 3.13 1.47 -0.06
Cl -1.08 2.97 1.07 -0.13
H -2.80 2.30 -0.39 0.29
C -6.03 4.34 4.89 0.11
Cl -5.57 6.04 5.03 -0.11
Cl -7.24 3.93 6.10 -0.12
Cl -6.62 3.99 3.27 -0.13
H -5.15 3.73 5.07 0.25
C -5.34 -1.26 8.98 -0.02
Cl -6.75 -2.12 8.35 -0.11
Cl -4.00 -2.38 9.25 -0.10
Cl -4.86 0.03 7.88 -0.11
H -5.61 -0.82 9.93 0.33